A structure of composition C30H25B2F8MnN5O10 in a non-equilibrium geometry. Source: the OMol25 dataset; level of theory: ωB97M-V with the def2-TZVPD basis set.

Calculated values
Maximum force: 6.051 eV/A
HOMO-LUMO gap (spin up / spin down): 4.822 / 4.876 eV
<S²>: 8.751
Lowest unoccupied orbital energy (spin up / spin down): -5.167 / -5.113 eV
Charge: 0
Multiplicity: 6
Energy above the lowest of the compared OMol25 structures with the same formula, charge and spin: 8.516 eV

Positions of all 81 atoms, in Å:
Mn (-2.37856, 3.98662, 2.46896)
B (-2.88793, 5.02726, 5.37795)
F (-2.86456, 3.63803, 5.38699)
F (-1.77024, 5.50736, 4.72268)
F (-3.88544, 5.37645, 4.52923)
F (-3.01592, 5.52127, 6.62300)
B (0.30676, 2.49122, 1.72420)
F (1.50756, 1.88706, 1.47654)
F (-0.54594, 2.49090, 0.71945)
F (-0.34158, 1.87668, 2.66557)
F (0.45645, 3.83302, 2.00847)
C (-6.99098, -3.67941, -3.72202)
C (-6.67787, -3.54852, -2.33810)
C (-6.02001, -2.37826, -1.84426)
C (-5.80565, -1.26603, -2.70753)
C (-6.19250, -1.43404, -3.99749)
C (-6.77369, -2.61373, -4.54181)
N (-5.31736, 0.05179, -2.19111)
O (-5.65538, 1.05545, -2.80513)
O (-4.63595, 0.09060, -1.12661)
H (-7.42830, -4.56996, -4.14872)
H (-6.86985, -4.41891, -1.72820)
H (-5.82605, -2.32420, -0.78319)
H (-6.08829, -0.63166, -4.71284)
H (-7.08636, -2.75036, -5.56649)
C (1.26610, -0.48978, -4.55199)
C (0.66080, -0.49624, -3.29933)
C (-0.08460, -1.62170, -2.98489)
C (-0.19908, -2.64657, -3.91381)
C (0.41277, -2.56602, -5.21758)
C (1.13916, -1.44197, -5.55521)
N (-1.11959, -3.79239, -3.60814)
O (-1.52989, -3.92193, -2.46791)
O (-1.39505, -4.60660, -4.46324)
H (1.80382, 0.41960, -4.77626)
H (0.73254, 0.46188, -2.80613)
H (-0.54234, -1.76276, -2.01690)
H (0.39344, -3.41307, -5.88732)
H (1.62539, -1.28620, -6.50690)
C (4.59169, 3.83842, -2.71538)
C (3.51186, 4.30761, -1.93769)
C (2.55349, 5.07610, -2.61578)
C (2.65750, 5.39252, -3.94699)
C (3.78568, 5.05797, -4.66743)
C (4.69186, 4.17164, -4.09765)
N (1.59613, 6.11848, -4.60887)
O (0.53485, 6.30685, -4.04190)
O (1.86689, 6.72199, -5.63962)
H (5.28409, 3.18236, -2.20887)
H (3.46531, 4.19347, -0.86475)
H (1.71989, 5.36757, -1.99405)
H (3.91625, 5.24678, -5.72275)
H (5.55631, 3.86983, -4.67039)
C (5.87299, -0.08841, 4.30031)
C (6.89947, 0.74426, 3.75761)
C (8.22280, 0.59388, 4.18559)
C (8.58798, -0.44293, 5.12846)
C (7.50542, -1.26975, 5.66888)
C (6.16851, -1.07555, 5.23480)
N (9.96130, -0.59246, 5.64665)
O (10.16130, -1.50596, 6.49481)
O (10.80927, 0.26682, 5.29471)
H (4.84572, 0.12795, 4.04675)
H (6.65342, 1.54744, 3.07882)
H (8.94776, 1.31141, 3.83064)
H (7.76391, -2.06378, 6.35378)
H (5.37201, -1.69180, 5.62495)
C (-2.61217, -4.91764, 2.36339)
C (-2.15407, -3.65352, 2.83097)
C (-3.05201, -2.75559, 3.39621)
C (-4.43983, -3.02320, 3.49684)
C (-4.82572, -4.34384, 3.04511)
C (-4.03216, -5.21030, 2.38118)
N (-5.32391, -2.05384, 4.11838)
O (-6.50845, -2.02999, 3.82151)
O (-4.82502, -1.31639, 4.98055)
H (-2.03267, -5.61398, 1.77544)
H (-1.10484, -3.44261, 2.68587)
H (-2.59336, -1.81245, 3.65412)
H (-5.87507, -4.54118, 3.20732)
H (-4.50048, -6.05321, 1.89478)

Mulliken atomic charge list, values in e, 4 entries: 1.61 0.59 -0.36 -0.37


A structure of composition C30H25Br2IrN7O4 in a non-equilibrium geometry. Source: the OMol25 dataset; level of theory: ωB97M-V with the def2-TZVPD basis set.

Calculated values
Maximum force: 1.467 eV/A
HOMO-LUMO gap: 6.465 eV
Lowest unoccupied orbital energy: -3.340 eV
Charge: +1
Multiplicity: 1

Positions of all 69 atoms, in Å:
Ir (0.25287, 0.06812, -0.16908)
C (-0.03096, 4.24431, -1.31082)
O (1.27596, 4.64767, -0.92850)
C (2.16762, 3.81695, -0.31811)
C (3.25794, 4.46240, 0.23530)
C (4.28063, 3.77155, 0.88394)
C (4.19876, 2.40519, 0.98104)
C (3.09164, 1.72303, 0.44997)
C (3.12521, 0.28006, 0.48701)
N (2.13362, -0.47473, 0.20429)
N (2.39846, -1.82601, -0.03270)
C (1.61404, -2.19915, -0.98405)
O (0.65646, -1.42482, -1.49279)
C (1.72620, -3.56020, -1.55163)
C (2.85560, -4.33169, -1.28660)
C (2.94987, -5.61547, -1.79523)
C (1.92181, -6.13768, -2.56942)
C (0.79903, -5.36992, -2.84154)
C (0.70236, -4.08248, -2.33671)
C (2.05744, 2.40916, -0.22407)
O (1.02131, 1.81261, -0.79716)
H (-0.49663, 5.14880, -1.69700)
H (-0.59963, 3.88278, -0.44887)
H (-0.01454, 3.47840, -2.08263)
H (3.28965, 5.54028, 0.14155)
H (5.12386, 4.30854, 1.29394)
H (4.98610, 1.83429, 1.45768)
H (4.07098, -0.21817, 0.68253)
H (3.64983, -3.91499, -0.68316)
H (3.82959, -6.21071, -1.59056)
H (1.99934, -7.14160, -2.96535)
H (0.00112, -5.77304, -3.45102)
H (-0.16332, -3.47472, -2.55947)
Br (-0.99651, 1.20430, 6.51690)
C (-0.48915, 0.89085, 4.73978)
C (0.45334, 1.69623, 4.12905)
C (0.76418, 1.43586, 2.80625)
N (0.20862, 0.44119, 2.11728)
C (-0.67662, -0.35835, 2.72325)
C (-1.06421, -0.15468, 4.03674)
C (-1.22584, -1.46773, 1.90689)
C (-1.97856, -2.49260, 2.45615)
C (-2.58279, -3.41085, 1.61544)
Br (-3.60565, -4.80508, 2.33050)
C (-2.44405, -3.27397, 0.24466)
C (-1.64303, -2.25405, -0.22618)
N (-1.01543, -1.39285, 0.58224)
H (0.92332, 2.51491, 4.65336)
H (1.47371, 2.05559, 2.27541)
H (-1.80595, -0.77683, 4.51196)
H (-2.09988, -2.57640, 3.52446)
H (-2.92083, -3.95548, -0.44385)
H (-1.46463, -2.13135, -1.28286)
C (-4.22133, 3.03106, 0.28610)
N (-3.43211, 2.22311, -0.64198)
C (-3.74208, 2.12688, -1.95461)
C (-3.00038, 1.39141, -2.80618)
C (-1.85792, 0.72054, -2.27869)
N (-1.54991, 0.81317, -0.97974)
C (-2.32486, 1.56748, -0.11649)
O (-2.06562, 1.66946, 1.06706)
N (-1.09527, -0.01597, -3.08579)
H (-5.04960, 3.47370, -0.26000)
H (-3.59929, 3.81260, 0.71658)
H (-4.59834, 2.40633, 1.09213)
H (-4.61689, 2.67382, -2.27797)
H (-3.25337, 1.32169, -3.85181)
H (-1.29169, -0.02519, -4.07097)
H (-0.24361, -0.45759, -2.75590)

Mulliken atomic charge list, values in e, 4 entries: 2.20 -0.58 -0.50 0.33


A structure of composition C30H25Br3MoN14O4S in a non-equilibrium geometry. Source: the OMol25 dataset; level of theory: ωB97M-V with the def2-TZVPD basis set.

Calculated values
Maximum force: 1.605 eV/A
HOMO-LUMO gap (spin up / spin down): 7.327 / 6.939 eV
<S²>: 2.016
Lowest unoccupied orbital energy (spin up / spin down): -0.755 / -1.360 eV
Charge: 0
Multiplicity: 3

Positions of all 78 atoms, in Å:
Mo (1.01870, -0.66833, 0.11505)
C (0.25005, -4.11243, 0.71073)
C (1.64477, -3.83600, 0.24483)
C (2.56287, -4.90281, 0.21326)
C (3.80575, -4.77059, -0.33616)
C (4.16016, -3.53481, -0.91514)
C (5.34766, -3.24265, -1.61887)
Br (6.62870, -4.61061, -1.90502)
C (5.58628, -1.99624, -2.13943)
C (4.66444, -0.96406, -1.94504)
Br (4.95285, 0.75464, -2.66751)
C (3.49963, -1.18293, -1.23222)
O (2.59658, -0.27664, -0.95403)
C (3.22964, -2.48909, -0.76566)
N (2.00092, -2.63010, -0.18501)
H (-0.16304, -4.92486, 0.10909)
H (-0.37754, -3.23454, 0.60627)
H (0.25938, -4.41494, 1.75577)
H (2.25314, -5.84935, 0.63459)
H (4.50687, -5.59313, -0.33321)
H (6.48846, -1.80565, -2.70259)
C (1.43744, 0.13468, -4.27825)
O (0.80350, 0.54847, -3.07988)
C (-0.35374, 1.22811, -3.18806)
C (-0.92373, 1.61840, -4.38801)
C (-2.07753, 2.38882, -4.36299)
Br (-2.83488, 2.93424, -6.01016)
C (-2.65928, 2.79584, -3.18769)
C (-2.09369, 2.40211, -1.97083)
C (-0.96478, 1.58614, -1.97519)
O (-0.40819, 1.18773, -0.76684)
C (-2.66711, 2.95784, -0.74027)
N (-3.55765, 3.91540, -0.73648)
C (-3.76641, 4.23122, 0.58651)
C (-4.57971, 5.20773, 1.16043)
C (-4.56810, 5.32638, 2.53563)
C (-3.77553, 4.49441, 3.33848)
C (-2.96153, 3.52226, 2.78988)
C (-2.96512, 3.41040, 1.40459)
N (-2.28271, 2.60238, 0.52966)
H (1.75180, 0.99621, -4.87236)
H (0.77711, -0.50583, -4.86948)
H (2.31228, -0.43265, -3.97029)
H (-0.46868, 1.36848, -5.33446)
H (-3.52542, 3.43960, -3.17137)
H (0.25022, 1.92148, -0.47078)
H (-5.18462, 5.85077, 0.53569)
H (-5.18079, 6.08010, 3.01299)
H (-3.79999, 4.62135, 4.41294)
H (-2.34068, 2.88955, 3.41251)
H (-1.59669, 1.90449, 0.74960)
N (3.51240, 0.51249, 2.35980)
C (2.83028, 1.44393, 1.62878)
N (3.18196, 2.71433, 1.51725)
N (2.26204, 3.26363, 0.73020)
N (1.39891, 2.38724, 0.38196)
N (1.70368, 1.18904, 0.94811)
C (2.88517, -0.66026, 2.68444)
N (3.12013, -1.40956, 3.73970)
N (2.22434, -2.40402, 3.65836)
N (1.48395, -2.27501, 2.62105)
N (1.87884, -1.16716, 1.94882)
H (4.24411, 0.85246, 2.96235)
C (-3.61321, -1.00994, 3.40183)
N (-2.71809, -1.14817, 2.27040)
C (-3.18675, -1.94902, 1.14944)
C (-1.50616, -0.62220, 2.26743)
O (-0.70572, -0.75647, 1.33793)
H (-4.49639, -0.43565, 3.11881)
H (-3.10635, -0.50686, 4.22270)
H (-3.93593, -1.99557, 3.73879)
H (-4.19628, -1.64354, 0.87614)
H (-3.19727, -3.00690, 1.41855)
H (-2.53098, -1.80257, 0.29648)
H (-1.24808, -0.03875, 3.15759)
S (-1.90599, -2.39836, -3.11204)
C (-0.91518, -1.91284, -1.98177)
N (-0.17551, -1.56125, -1.12836)

Mulliken atomic charge list, values in e, 4 entries: -0.76 -1.29 1.09 -1.21


Q: What is the maximum force in the first record?
A: 6.051 eV/A


Q: Number 3 is which compound?
A: C30H25Br3MoN14O4S


Q: Which formula does entry 3 have?
A: C30H25Br3MoN14O4S


Q: Among the records above, which one has the lowest maximum force?
A: C30H25Br2IrN7O4